Model A:
Molecular formula: C3H6O3
Method: DFT, wB97M-V/def2-TZVPD

Positions of all 12 atoms, in Å:
O1 -0.012 -0.835 -2.552
C1 -0.480 -0.203 -1.508
C2 0.235 0.013 -0.266
O2 1.413 -0.715 -0.358
C3 -0.401 0.048 1.143
O3 0.552 0.545 2.042
H1 -1.520 0.305 -1.395
H2 0.503 1.067 -0.300
H3 1.247 -1.274 -1.198
H4 -0.650 -1.004 1.397
H5 -1.370 0.543 1.148
H6 0.482 1.510 1.847

Values from the calculation:
- LUMO level: 0.01 eV
- SMILES: O=C[C@H](O)CO
- Highest occupied orbital energy: -10.40 eV
- 2S+1: 1



Model B:
Molecular formula: C3H6O3
Method: DFT, wB97M-V/def2-TZVPD

Positions of all 12 atoms, in Å:
O1 -0.043 -2.130 -0.594
C1 0.450 -1.317 0.129
O2 1.668 -0.806 -0.026
O3 -0.042 -1.039 1.416
H1 2.198 -0.805 0.784
H2 -0.802 -1.610 1.599
C2 -1.049 0.820 -0.566
C3 -0.125 1.763 -0.594
H3 -1.365 0.276 -1.443
H4 -1.523 0.524 0.411
H5 0.822 1.650 -1.099
H6 -0.188 2.674 -0.017

Values from the calculation:
- LUMO level: 0.46 eV
- SMILES: O=C(O)O.C=C
- Highest occupied orbital energy: -9.06 eV
- 2S+1: 1



What should be chosen as the most stable of them? Choose model B.



Model A:
Molecular formula: C3H6O3
Method: DFT, wB97M-V/def2-TZVPD

Positions of all 12 atoms, in Å:
O1 -1.584 -0.096 -1.246
C1 -0.229 0.083 -1.153
C2 0.282 0.961 -0.050
O2 -0.607 0.941 1.006
C3 0.765 -0.486 -0.049
O3 0.572 -1.024 1.387
H1 -1.890 0.294 -0.402
H2 0.234 0.092 -2.153
H3 0.869 1.877 -0.244
H4 -0.059 -0.012 1.643
H5 1.729 -0.898 -0.288
H6 -0.084 -1.732 1.549

Values from the calculation:
- LUMO level: 0.41 eV
- Highest occupied orbital energy: -9.23 eV
- 2S+1: 1



Model B:
Molecular formula: C3H6O3
Method: DFT, wB97M-V/def2-TZVPD

Positions of all 12 atoms, in Å:
O1 1.228 1.603 0.132
C1 1.005 0.584 0.748
C2 0.449 -0.642 0.046
O2 0.977 -0.761 -1.245
C3 -1.072 -0.422 0.051
O3 -1.430 0.679 -0.757
H1 1.060 0.558 1.859
H2 0.714 -1.551 0.597
H3 0.937 0.125 -1.642
H4 -1.555 -1.298 -0.378
H5 -1.433 -0.309 1.088
H6 -0.880 1.435 -0.500

Values from the calculation:
- LUMO level: 0.57 eV
- SMILES: O=C[C@H](O)CO
- Highest occupied orbital energy: -10.14 eV
- 2S+1: 1



Model C:
Molecular formula: C3H6O3
Method: DFT, wB97M-V/def2-TZVPD

Positions of all 12 atoms, in Å:
C1 0.895 -0.436 -0.623
C2 -0.302 0.458 -0.206
O1 -1.206 0.649 -1.296
C3 -1.220 0.100 1.067
O2 -2.390 -0.233 1.142
O3 -0.649 0.455 2.185
H1 1.740 -0.089 0.089
H2 0.715 -1.422 -0.732
H3 1.241 -0.093 -1.642
H4 -0.088 1.575 -0.042
H5 -1.729 -0.135 -1.242
H6 -1.384 0.468 2.883

Values from the calculation:
- LUMO level: 0.64 eV
- SMILES: C[C@@H](O)C(=O)O
- Highest occupied orbital energy: -10.65 eV
- 2S+1: 1



Model D:
Molecular formula: C3H6O3
Method: DFT, wB97M-V/def2-TZVPD

Positions of all 12 atoms, in Å:
O1 -0.560 0.955 1.027
C1 0.314 0.961 -0.056
C2 -0.221 0.075 -1.141
O2 -1.578 -0.116 -1.205
C3 0.774 -0.494 -0.045
O3 0.562 -1.061 1.370
H1 -0.120 0.080 1.610
H2 0.886 1.884 -0.263
H3 0.215 0.094 -2.152
H4 -1.881 0.275 -0.363
H5 1.741 -0.888 -0.300
H6 -0.118 -1.748 1.522

Values from the calculation:
- LUMO level: 0.51 eV
- SMILES: O[C@H]1[C@@H](O)[C@H]1O
- Highest occupied orbital energy: -9.38 eV
- 2S+1: 1



What should be chosen as the most stable of them? Choose model C.